Entry from the OMol25 dataset: an isolated molecule of Cl3HSSi (the ωB97M-V functional and the def2-TZVPD basis).

The geometry in XYZ format:
```
6
Cl3HSSi (the ωB97M-V functional and the def2-TZVPD basis)
S 0.40 -1.06 -0.17
Si 2.45 -0.03 0.03
Cl 2.11 1.91 -0.34
Cl 3.63 -0.70 -1.34
Cl 3.15 -0.30 1.84
H -0.14 0.07 -0.70
```

The calculation puts the orbital gap at 10.1957 eV. Its SMILES is S[Si](Cl)(Cl)Cl. The HOMO energy is -9.8 eV. Its multiplicity is 1. For the LUMO energy, the calculation gives 0.36 eV. The energy above the lowest of the compared OMol25 structures with the same formula, charge and spin is 3.81 kJ/mol.